# 1
C39H40AuN2O4PS2 as an isolated structure. Source: the OMol25 dataset; level of theory: wB97M-V/def2-TZVPD.

Results
strongest force on any atom = 2.27 eV/A
gap between HOMO and LUMO (spin up / spin down) = 6.32 / 5.96 eV
total energy = -86911.029 eV

```
! RIJCOSX wB97M-V def2-TZVPD def2/J DEFGRID3
* xyz 0 1
Au -0.558 -0.577 1.272
C 2.118 -4.530 6.974
C 2.040 -4.105 5.539
C 3.194 -3.924 4.784
C 3.115 -3.508 3.466
C 1.878 -3.279 2.899
C 0.717 -3.471 3.623
C 0.803 -3.887 4.939
S 1.760 -2.596 1.250
O 2.934 -2.945 0.484
O 0.481 -2.982 0.694
N 1.643 -1.006 1.545
C 2.551 -0.049 1.313
C 3.924 -0.271 1.265
C 4.820 0.762 1.008
C 4.391 2.049 0.800
C 3.017 2.340 0.864
C 2.499 3.641 0.690
C 1.151 3.860 0.783
C 0.312 2.761 1.025
N 0.763 1.545 1.178
C 2.080 1.298 1.122
H 3.094 -4.299 7.393
H 1.955 -5.604 7.061
H 1.353 -4.029 7.564
H 4.159 -4.101 5.234
H 4.000 -3.365 2.865
H -0.230 -3.278 3.145
H -0.100 -4.036 5.513
H 4.281 -1.278 1.403
H 5.877 0.537 0.976
H 5.089 2.848 0.600
H 3.186 4.455 0.495
H 0.727 4.846 0.665
H -0.759 2.891 1.102
C -6.183 1.875 1.270
C -4.944 2.279 2.038
S -3.615 0.965 1.975
O -4.318 -0.268 2.333
C -3.391 0.939 0.118
C -3.822 -0.397 -0.443
H -7.039 2.470 1.581
H -6.397 0.827 1.476
H -6.051 2.004 0.198
H -5.169 2.372 3.099
H -4.485 3.198 1.679
H -2.322 1.093 -0.020
H -3.926 1.774 -0.329
H -3.512 -1.189 0.238
H -3.363 -0.580 -1.414
H -4.903 -0.447 -0.549
C -1.158 -0.850 3.139
H -2.176 -1.101 3.372
H -0.492 -0.695 3.965
O -0.496 -0.322 -0.962
P -0.203 0.213 -2.312
C 1.563 0.207 -2.702
C 2.097 0.944 -3.754
C 3.451 0.862 -4.017
C 4.262 0.046 -3.243
C 3.723 -0.707 -2.214
C 2.369 -0.632 -1.944
C -0.834 1.912 -2.494
C -2.175 2.102 -2.802
C -2.707 3.379 -2.812
C -1.905 4.465 -2.497
C -0.569 4.275 -2.182
C -0.032 3.000 -2.181
C -1.005 -0.797 -3.585
C -1.222 -2.131 -3.270
C -1.825 -2.961 -4.198
C -2.211 -2.454 -5.428
C -1.978 -1.124 -5.744
C -1.365 -0.292 -4.827
H 1.452 1.575 -4.353
H 3.878 1.433 -4.829
H 5.319 -0.012 -3.455
H 4.341 -1.361 -1.620
H 1.934 -1.228 -1.154
H -2.787 1.246 -3.047
H -3.747 3.529 -3.065
H -2.318 5.463 -2.507
H 0.056 5.122 -1.939
H 1.013 2.844 -1.953
H -0.924 -2.495 -2.295
H -1.998 -3.999 -3.960
H -2.698 -3.095 -6.146
H -2.281 -0.736 -6.704
H -1.183 0.748 -5.064
*
```

Per-atom Löwdin charges, elementary charge units: 0.903, -0.051, -0.274, -0.032, -0.050, -0.267, -0.073, -0.033, 0.576, -0.316, -0.369, -0.196, -0.297, -0.040, -0.084, -0.062, -0.160, -0.015, -0.075, -0.149, 0.062, -0.162, 0.075, 0.085, 0.078, 0.112, 0.108, 0.093, 0.115, 0.091, 0.105, 0.102, 0.115, 0.100, 0.104, -0.147, -0.378, 0.847, -0.544, -0.402, -0.135, 0.073, 0.070, 0.063, 0.076, 0.077, 0.015, 0.064, 0.062, 0.058, 0.075, -0.019, -0.047, -0.014, -0.403, 0.817, -0.259, -0.086, -0.079, -0.068, -0.053, -0.055, -0.260, -0.096, -0.072, -0.071, -0.076, -0.085, -0.270, -0.059, -0.066, -0.077, -0.077, -0.087, 0.107, 0.103, 0.104, 0.110, 0.080, 0.107, 0.108, 0.105, 0.106, 0.106, 0.114, 0.108, 0.104, 0.104, 0.107

# 2
C20H30AuN2OPSe2 as an isolated structure. Source: the OMol25 dataset; level of theory: wB97M-V/def2-TZVPD.

Results
strongest force on any atom = 0.61 eV/A
gap between HOMO and LUMO (spin up / spin down) = 6.46 / 6.46 eV
total energy = -169913.908 eV
energy above the lowest of the compared OMol25 structures with the same formula, charge and spin = 23.6 kcal/mol

```
! RIJCOSX wB97M-V def2-TZVPD def2/J DEFGRID3
* xyz 2 1
Au -0.518 0.251 -0.349
Se -0.841 -2.048 -1.056
P 0.624 -1.545 -2.595
Se 1.655 -0.150 -1.226
C -0.070 -0.662 -3.979
C -1.019 -1.342 -4.748
C -1.591 -0.715 -5.839
C -1.214 0.583 -6.170
C -0.266 1.254 -5.413
C 0.307 0.636 -4.310
C 1.547 -2.924 -3.206
C 1.380 -4.202 -2.675
C 2.098 -5.261 -3.208
C 2.992 -5.037 -4.245
C 3.169 -3.760 -4.768
C 2.442 -2.701 -4.260
H -1.314 -2.356 -4.501
H -2.328 -1.236 -6.434
H -1.663 1.069 -7.026
H 0.029 2.261 -5.679
H 1.044 1.164 -3.718
H 0.697 -4.377 -1.853
H 1.963 -6.258 -2.813
H 3.554 -5.866 -4.655
H 3.865 -3.598 -5.580
H 2.557 -1.714 -4.694
N 1.480 0.387 4.876
C 0.458 1.420 4.454
C 0.277 1.340 2.947
N -0.096 0.006 2.486
C 0.866 -0.998 2.924
C 1.089 -1.004 4.430
H 1.609 0.409 5.889
H 2.386 0.628 4.468
H 0.814 2.392 4.789
H -0.457 1.170 4.991
H 1.213 1.620 2.451
H -0.471 2.063 2.624
H -1.028 -0.227 2.817
H 1.815 -0.808 2.410
H 0.539 -1.991 2.616
H 1.880 -1.684 4.740
H 0.177 -1.245 4.975
C -0.311 3.632 -1.350
C -1.561 3.001 -0.741
C -2.344 4.009 0.078
C -2.424 2.354 -1.809
O -1.098 2.004 0.216
H -0.589 4.485 -1.971
H 0.216 2.906 -1.975
H 0.362 3.982 -0.568
H -2.744 4.793 -0.566
H -1.709 4.482 0.828
H -3.183 3.528 0.582
H -2.814 3.105 -2.497
H -3.276 1.841 -1.357
H -1.851 1.637 -2.406
*
```

Per-atom Löwdin charges, elementary charge units: 0.601, 0.443, 0.281, 0.474, -0.433, -0.078, -0.043, -0.036, -0.051, -0.115, -0.408, -0.090, -0.046, -0.033, -0.043, -0.067, 0.117, 0.121, 0.121, 0.119, 0.070, 0.077, 0.120, 0.122, 0.121, 0.118, 0.062, -0.082, -0.201, -0.090, -0.196, -0.085, 0.187, 0.184, 0.143, 0.142, 0.133, 0.119, 0.128, 0.124, 0.132, 0.141, 0.141, -0.032, -0.706, -0.032, -0.051, -0.393, 0.100, 0.056, 0.090, 0.099, 0.088, 0.091, 0.101, 0.093, 0.053

# 3
C42H53BrN4O6P2Ru as an isolated structure. Source: the OMol25 dataset; level of theory: wB97M-V/def2-TZVPD.

Results
⟨S²⟩ = 8.81
strongest force on any atom = 1.44 eV/A
gap between HOMO and LUMO (spin up / spin down) = 6.36 / 5.82 eV
total energy = -153859.001 eV
energy above the lowest of the compared OMol25 structures with the same formula, charge and spin = 1.2 kcal/mol

```
! RIJCOSX wB97M-V def2-TZVPD def2/J DEFGRID3
* xyz 1 6
Ru 0.779 0.387 -0.173
C 5.251 -2.704 1.579
C 4.150 -2.862 0.749
C 3.155 -1.903 0.711
C 3.250 -0.750 1.497
C 4.367 -0.593 2.332
C 5.348 -1.565 2.369
N 2.220 0.188 1.465
N 2.200 1.050 2.443
C 1.276 2.013 2.513
C 1.322 2.864 3.643
C 0.388 3.857 3.778
C -0.593 4.003 2.792
C -0.576 3.144 1.713
N 0.319 2.169 1.555
H 6.025 -3.458 1.615
H 4.065 -3.748 0.131
H 2.273 -2.039 0.100
H 4.435 0.294 2.943
H 6.201 -1.426 3.022
H 2.105 2.697 4.369
H 0.409 4.521 4.632
H -1.352 4.769 2.865
H -1.317 3.245 0.929
C -1.224 -6.125 -1.913
C -2.285 -5.254 -1.270
C -2.747 -5.798 0.071
O -1.686 -3.936 -1.108
P -2.487 -2.579 -0.918
O -1.703 -1.459 -1.450
C -2.890 -2.351 0.839
P -1.419 -1.841 1.801
O -0.694 -0.622 1.347
O -1.891 -1.728 3.302
C -2.374 -0.518 3.960
C -3.459 0.161 3.138
C -1.222 0.426 4.263
O -0.608 -3.183 1.740
C 0.465 -3.650 2.623
C -0.087 -4.770 3.485
C 1.084 -2.550 3.471
O -3.904 -2.798 -1.580
C -4.280 -2.188 -2.854
C -5.762 -2.454 -3.021
C -3.446 -2.762 -3.986
H -1.635 -7.109 -2.136
H -0.376 -6.245 -1.236
H -0.879 -5.683 -2.848
H -3.138 -5.152 -1.942
H -1.946 -5.695 0.804
H -3.012 -6.849 -0.028
H -3.628 -5.261 0.424
H -3.288 -3.262 1.278
H -3.640 -1.561 0.880
H -2.804 -0.899 4.886
H -3.035 0.531 2.200
H -3.864 1.005 3.692
H -4.271 -0.535 2.923
H -0.769 0.769 3.332
H -0.458 -0.068 4.862
H -1.588 1.291 4.816
H 1.217 -4.046 1.939
H -0.881 -4.393 4.130
H 0.715 -5.172 4.103
H -0.494 -5.573 2.869
H 0.435 -2.304 4.310
H 1.256 -1.650 2.884
H 2.046 -2.894 3.850
H -4.093 -1.115 -2.769
H -5.945 -3.528 -3.066
H -6.126 -1.995 -3.939
H -6.319 -2.045 -2.180
H -3.624 -3.834 -4.088
H -2.386 -2.589 -3.796
H -3.713 -2.272 -4.921
N 1.175 -1.482 -1.885
C 2.455 -1.800 -2.371
C 2.827 -3.128 -2.550
C 4.072 -3.452 -3.055
C 4.968 -2.442 -3.368
C 4.613 -1.123 -3.155
C 3.355 -0.771 -2.655
C 3.072 0.659 -2.383
C 3.658 1.600 -3.242
C 3.695 2.948 -2.936
C 3.188 3.384 -1.719
C 2.519 2.491 -0.906
C 2.371 1.140 -1.257
H 0.684 -0.800 -2.453
H 0.577 -2.285 -1.733
H 2.115 -3.908 -2.306
H 4.336 -4.490 -3.209
H 5.943 -2.679 -3.772
H 5.340 -0.348 -3.352
H 4.091 1.253 -4.170
H 4.134 3.651 -3.631
H 3.289 4.418 -1.418
H 2.085 2.861 0.015
Br -3.779 3.673 -3.893
C -2.421 2.807 -2.886
C -2.695 2.390 -1.591
C -1.703 1.742 -0.875
C -0.444 1.511 -1.430
C -0.195 1.939 -2.728
C -1.182 2.587 -3.461
H -3.670 2.576 -1.159
H -1.937 1.374 0.118
H 0.761 1.771 -3.210
H -0.983 2.927 -4.468
*
```

These are the Löwdin partial charges, in e, on atoms 1 to 99: 1.578, -0.084, -0.081, -0.064, -0.292, -0.021, -0.076, -0.119, 0.060, -0.385, -0.007, -0.063, -0.059, -0.143, 0.040, 0.104, 0.102, 0.071, 0.101, 0.107, 0.116, 0.113, 0.105, 0.094, -0.035, -0.430, -0.029, -0.182, 0.449, -0.259, -0.185, 0.495, -0.341, -0.168, -0.390, -0.043, -0.034, -0.179, -0.390, -0.031, -0.038, -0.186, -0.423, -0.038, -0.038, 0.090, 0.088, 0.084, 0.129, 0.077, 0.094, 0.075, 0.076, 0.076, 0.147, 0.067, 0.095, 0.085, 0.047, 0.089, 0.095, 0.137, 0.088, 0.094, 0.074, 0.078, 0.051, 0.102, 0.138, 0.089, 0.091, 0.085, 0.088, 0.073, 0.093, 0.064, -0.278, -0.038, -0.073, -0.065, -0.017, -0.123, -0.176, -0.039, -0.052, -0.061, -0.113, -0.200, 0.080, 0.079, 0.116, 0.110, 0.109, 0.116, 0.119, 0.114, 0.113, 0.085, 0.754